Record 1
{
  "formula": "C4H11NO",
  "method": "the ωB97M-V functional and the def2-TZVPD basis",
  "e_above_lowest_kcal_mol": 52.9,
  "orbital_gap_ev": [3.315, 4.543],
  "multiplicity": 2,
  "charge": -1,
  "species": ["C", "C", "N", "H", "H", "H", "H", "H", "H", "C", "O", "C", "H", "H", "H", "H", "H"],
  "xyz": [[2.529, -1.679, -0.101], [2.318, -0.534, -0.900], [1.613, -2.807, 0.007], [3.424, -2.000, 0.444], [3.079, -0.187, -1.616], [1.651, 0.274, -0.601], [0.637, -2.690, -0.227], [1.981, -3.655, -0.416], [-3.111, 0.404, -0.017], [-2.053, 1.997, 0.119], [-3.206, 1.257, 0.421], [-0.690, 1.496, 0.547], [-2.204, 2.985, 0.570], [-2.078, 2.302, -0.939], [0.000, 2.301, 0.329], [-0.442, 0.572, 0.021], [-0.647, 1.192, 1.591]],
  "forces_ev_per_a": [[-0.683, -0.554, 0.077], [0.184, 0.288, -0.328], [-0.054, -0.247, 1.019], [0.434, 0.227, -0.551], [0.208, 0.031, 0.482], [-0.286, -0.142, -0.145], [0.283, 0.413, -0.411], [-0.098, -0.007, -0.155], [-0.075, -0.054, 0.084], [0.048, 2.029, -0.231], [-0.079, -0.757, 0.176], [-0.810, -0.982, -0.225], [-0.167, -0.151, 0.462], [0.354, -0.607, -0.169], [0.468, -0.189, 0.005], [0.388, 0.239, -0.343], [-0.114, 0.464, 0.252]],
  "mulliken_spin": [0.86, 0.00, 0.15, -0.08, 0.01, 0.11, -0.06, 0.01, 0.00, 0.01, 0.00, -0.03, 0.00, 0.00, 0.00, 0.03, 0.00]
}

Record 2
{
  "formula": "C20H22CaN4OS3",
  "method": "the ωB97M-V functional and the def2-TZVPD basis",
  "e_above_lowest_kcal_mol": 0.0,
  "orbital_gap_ev": 7.374,
  "species": ["Ca", "C", "C", "N", "N", "C", "S", "S", "C", "C", "C", "C", "C", "C", "C", "C", "C", "C", "C", "C", "C", "O", "H", "H", "H", "H", "H", "H", "H", "H", "H", "H", "H", "H", "H", "H", "S", "C", "N", "C", "C", "C", "N", "H", "H", "H", "H", "H", "H", "H", "H"],
  "xyz": [[1.884, -1.030, -1.050], [3.558, 1.104, 2.834], [3.257, 0.050, 1.799], [2.279, 0.227, 0.969], [1.504, 1.353, 1.251], [0.805, 1.846, 0.293], [0.707, 1.380, -1.387], [-0.138, 3.255, 0.867], [-1.642, 3.106, -0.124], [-2.665, 2.126, 0.394], [-4.016, 2.457, 0.369], [-4.985, 1.561, 0.804], [-4.611, 0.318, 1.294], [-3.262, -0.016, 1.343], [-2.300, 0.873, 0.889], [4.085, -1.171, 1.784], [4.634, -1.588, 3.010], [5.410, -2.718, 3.132], [5.691, -3.464, 1.986], [5.179, -3.086, 0.769], [4.344, -1.954, 0.623], [3.856, -1.675, -0.554], [3.532, 2.087, 2.369], [4.530, 0.947, 3.290], [2.785, 1.111, 3.605], [-1.311, 2.840, -1.129], [-2.075, 4.105, -0.179], [-4.316, 3.433, 0.003], [-6.030, 1.842, 0.776], [-5.359, -0.376, 1.653], [-2.956, -0.971, 1.756], [-1.255, 0.600, 0.946], [4.416, -1.016, 3.902], [5.795, -3.015, 4.097], [6.316, -4.347, 2.054], [5.388, -3.654, -0.129], [-0.217, -2.756, -1.841], [-1.306, -1.575, -2.456], [-2.380, -1.219, -1.765], [-3.366, -0.248, -2.230], [-2.675, 0.753, -3.137], [-1.944, 0.016, -4.244], [-1.109, -1.030, -3.657], [-2.455, -1.598, -0.835], [-3.787, 0.242, -1.354], [-4.171, -0.767, -2.758], [-1.953, 1.322, -2.550], [-3.402, 1.441, -3.566], [-1.295, 0.694, -4.797], [-2.652, -0.430, -4.949], [-0.321, -1.386, -4.171]],
  "forces_ev_per_a": [[0.190, -0.034, 0.179], [-0.004, -0.009, 0.012], [0.026, 0.010, 0.016], [-0.007, -0.085, -0.111], [-0.039, 0.022, -0.049], [0.050, -0.107, 0.022], [-0.011, 0.041, 0.011], [-0.033, -0.025, -0.037], [0.021, 0.061, 0.003], [0.037, -0.049, 0.012], [-0.036, -0.025, -0.073], [0.017, 0.035, -0.001], [0.015, -0.017, 0.012], [-0.036, -0.013, 0.006], [0.009, 0.044, 0.040], [0.008, -0.004, 0.018], [-0.008, 0.010, -0.012], [0.006, -0.006, 0.001], [0.007, 0.000, 0.007], [0.001, 0.020, -0.022], [-0.026, 0.027, 0.014], [-0.169, 0.035, -0.046], [0.001, 0.001, 0.000], [0.005, 0.009, -0.007], [-0.001, -0.002, -0.003], [-0.071, 0.011, -0.020], [0.019, 0.014, 0.050], [-0.002, 0.004, 0.002], [-0.002, -0.001, 0.003], [-0.001, 0.001, -0.002], [-0.003, 0.004, -0.014], [0.021, 0.019, 0.012], [0.003, -0.001, 0.000], [0.000, 0.000, -0.001], [-0.001, -0.001, -0.003], [0.000, -0.005, 0.003], [-0.002, 0.023, -0.039], [0.015, -0.023, 0.060], [0.003, -0.019, -0.035], [0.015, 0.018, 0.031], [-0.014, -0.010, 0.000], [0.002, -0.014, 0.006], [-0.003, 0.004, -0.035], [-0.004, 0.022, 0.010], [-0.007, -0.017, -0.032], [-0.003, 0.001, -0.004], [0.011, 0.023, 0.001], [-0.002, 0.004, 0.009], [-0.003, -0.001, -0.004], [0.000, 0.006, -0.004], [0.005, -0.002, 0.012]],
  "lowdin_charge": [1.11, -0.03, -0.25, -0.08, -0.11, -1.10, 0.45, 0.90, -0.47, -0.28, -0.05, -0.09, -0.10, -0.10, -0.06, -0.11, -0.06, -0.11, -0.10, -0.03, -0.39, -0.33, 0.08, 0.07, 0.09, 0.01, 0.08, 0.11, 0.10, 0.10, 0.11, 0.09, 0.10, 0.09, 0.10, 0.11, 0.52, -0.86, 0.04, -0.14, -0.16, -0.15, 0.02, 0.12, 0.09, 0.13, 0.07, 0.13, 0.13, 0.12, 0.12]
}

Record 3
{
  "formula": "C24H34F6HgN5O7P2S2",
  "method": "the ωB97M-V functional and the def2-TZVPD basis",
  "e_above_lowest_kcal_mol": 10.1,
  "orbital_gap_ev": [4.890, 7.367],
  "multiplicity": 2,
  "charge": -2,
  "species": ["Hg", "N", "C", "C", "O", "N", "C", "C", "O", "O", "H", "H", "H", "H", "H", "H", "C", "P", "C", "N", "C", "C", "C", "C", "C", "C", "N", "C", "P", "C", "C", "C", "C", "C", "C", "C", "C", "C", "H", "H", "H", "H", "H", "H", "H", "H", "H", "H", "H", "H", "H", "H", "H", "H", "H", "H", "H", "H", "H", "H", "H", "H", "H", "H", "H", "H", "F", "C", "F", "F", "S", "O", "O", "N", "S", "O", "O", "C", "F", "F", "F"],
  "xyz": [[0.150, 0.216, 0.463], [-1.794, -0.321, 2.197], [-1.978, 0.996, 2.820], [-1.925, 2.141, 1.787], [-2.751, 3.059, 1.891], [-0.952, 2.032, 0.891], [-0.967, 2.972, -0.217], [-0.847, 2.295, -1.613], [-1.105, 2.985, -2.600], [-0.463, 1.080, -1.628], [-2.631, -0.588, 1.690], [-1.610, -1.022, 2.904], [-1.175, 1.134, 3.546], [-2.938, 1.084, 3.342], [-0.126, 3.673, -0.135], [-1.896, 3.545, -0.206], [2.654, 2.127, -1.747], [2.326, 0.513, -0.950], [2.111, -0.519, -2.438], [3.052, -0.309, -3.381], [2.884, -0.950, -4.570], [3.811, -0.762, -5.604], [3.628, -1.371, -6.840], [2.533, -2.193, -7.056], [1.612, -2.413, -6.039], [1.761, -1.803, -4.788], [0.849, -2.034, -3.802], [1.038, -1.381, -2.639], [-0.204, -1.729, -1.355], [-1.759, -1.639, -2.315], [-0.040, -3.604, -1.088], [-0.898, -3.950, 0.132], [-0.464, -4.438, -2.297], [1.427, -3.881, -0.761], [4.006, 0.047, -0.227], [3.918, -1.433, 0.144], [4.168, 0.878, 1.048], [5.181, 0.281, -1.176], [3.401, 1.960, -2.522], [2.984, 2.869, -1.021], [1.723, 2.461, -2.205], [4.663, -0.116, -5.428], [4.345, -1.192, -7.634], [2.389, -2.664, -8.022], [0.756, -3.056, -6.198], [-2.556, -2.170, -1.792], [-1.565, -2.066, -3.298], [-2.016, -0.586, -2.414], [-1.962, -3.890, -0.105], [-0.689, -3.257, 0.950], [-0.680, -4.963, 0.478], [-1.550, -4.479, -2.383], [-0.094, -5.461, -2.183], [-0.049, -4.012, -3.209], [1.733, -3.302, 0.111], [2.059, -3.609, -1.607], [1.577, -4.942, -0.543], [3.018, -1.613, 0.736], [4.780, -1.727, 0.749], [3.884, -2.050, -0.755], [3.289, 0.781, 1.688], [4.305, 1.935, 0.814], [5.030, 0.536, 1.624], [4.945, -0.097, -2.167], [6.068, -0.231, -0.792], [5.414, 1.343, -1.256], [1.321, -3.838, 3.063], [0.695, -3.009, 3.898], [-0.614, -3.036, 3.592], [0.812, -3.505, 5.138], [1.364, -1.257, 3.836], [1.380, -0.928, 2.438], [0.467, -0.552, 4.698], [2.783, -1.617, 4.432], [3.768, -0.410, 4.695], [3.189, 0.879, 4.476], [5.099, -0.662, 4.232], [4.001, -0.532, 6.560], [4.246, -1.796, 6.936], [2.942, -0.101, 7.250], [5.054, 0.209, 6.944]],
  "forces_ev_per_a": [[0.187, -0.225, -0.296], [0.054, -0.009, 0.163], [-0.139, 0.139, -0.140], [0.243, -0.267, 0.239], [-0.151, 0.057, 0.097], [-0.435, 0.261, 0.048], [0.028, -0.203, -0.214], [-0.031, 0.038, 0.304], [-0.006, 0.240, -0.094], [-0.384, 0.446, -0.744], [0.096, -0.033, -0.015], [-0.025, -0.023, -0.039], [-0.006, 0.007, -0.027], [0.111, 0.056, -0.051], [-0.076, 0.045, -0.047], [0.140, 0.044, 0.002], [-0.263, -0.062, 0.160], [0.635, -0.107, 0.123], [-0.036, -0.167, 0.065], [0.035, 0.095, -0.048], [-0.054, -0.018, 0.029], [-0.077, -0.100, -0.209], [0.226, 0.139, 0.074], [-0.174, -0.135, -0.059], [0.090, 0.004, -0.137], [0.122, -0.008, -0.041], [-0.085, 0.001, -0.018], [0.205, 0.095, 0.059], [-0.150, -0.580, -0.037], [0.105, 0.169, 0.151], [0.066, 0.238, 0.137], [0.054, 0.159, -0.037], [0.021, 0.098, 0.051], [-0.087, 0.141, -0.030], [-0.228, 0.015, 0.025], [-0.125, 0.109, -0.047], [-0.162, -0.025, 0.000], [-0.121, -0.024, 0.028], [0.008, 0.071, 0.008], [0.034, -0.024, 0.038], [0.006, 0.024, -0.039], [-0.033, 0.034, 0.084], [-0.015, -0.035, -0.004], [0.010, -0.005, -0.002], [-0.059, -0.005, 0.042], [-0.008, -0.037, -0.036], [-0.104, -0.054, 0.000], [0.003, 0.036, -0.006], [-0.052, 0.015, 0.028], [-0.018, -0.058, 0.082], [-0.023, -0.083, -0.012], [-0.064, 0.013, -0.069], [-0.033, -0.078, 0.055], [-0.013, -0.084, -0.058], [0.112, -0.029, 0.005], [0.089, -0.005, 0.037], [-0.049, -0.025, 0.034], [0.049, -0.102, 0.029], [0.057, 0.016, -0.005], [-0.015, -0.070, 0.009], [0.039, 0.029, 0.053], [0.003, 0.042, 0.025], [0.072, 0.000, -0.024], [0.120, -0.020, -0.051], [0.056, 0.005, 0.079], [0.015, 0.083, -0.042], [0.042, 0.162, -0.046], [0.191, -0.056, 0.248], [0.116, 0.256, -0.094], [0.015, 0.056, -0.056], [-0.490, -1.420, 0.199], [0.194, 0.024, -0.006], [-0.132, 0.324, 0.126], [0.075, 0.470, -0.231], [0.544, -0.028, 0.988], [-0.153, 0.258, -0.074], [-0.023, -0.285, -0.151], [-0.013, -0.032, -0.113], [-0.013, 0.028, -0.102], [-0.076, -0.043, -0.207], [-0.065, 0.021, -0.162]],
  "mulliken_spin": [0.00, 0.00, 0.00, 0.00, 0.00, 0.00, 0.00, 0.00, 0.00, 0.01, 0.00, 0.00, 0.00, 0.00, 0.00, 0.00, 0.01, 0.04, 0.03, 0.30, 0.01, 0.09, 0.02, 0.03, 0.09, 0.02, 0.29, 0.02, 0.01, 0.01, -0.02, 0.00, 0.01, 0.04, -0.02, 0.05, 0.00, 0.01, 0.00, 0.00, 0.00, 0.00, 0.01, 0.01, 0.00, 0.00, 0.00, 0.00, 0.00, 0.00, 0.00, 0.00, 0.00, 0.00, -0.01, -0.02, 0.00, -0.02, 0.00, -0.01, 0.00, 0.00, 0.00, 0.00, 0.00, 0.00, 0.00, 0.00, 0.00, 0.00, 0.00, -0.01, 0.00, 0.00, 0.00, 0.00, 0.00, 0.00, 0.00, 0.00, 0.00]
}